No. 1
Molecular formula: C22H20F3N3O
Method: DFT, the ωB97M-V functional and the def2-TZVPD basis

```
49
Properties=species:S:1:pos:R:3
C 3.17004 0.38210 -0.67295
H 3.92241 3.32337 -2.06804
C 0.94080 0.85481 -1.06910
H -1.13061 -4.28202 -0.13782
F 2.86466 1.30140 3.17497
H 5.06054 2.13180 -1.36126
C -4.41201 -2.12631 -0.77207
O 0.43401 0.16946 3.33306
C -3.67181 0.62579 -0.92449
H -1.57711 -4.35910 -1.85565
H 4.47149 1.93371 -3.02993
C 0.51970 1.15137 2.58014
H -0.99589 1.78308 -1.10809
C 2.76872 -1.41880 1.37616
H 0.65743 -1.35100 0.83568
C 1.85148 -0.04687 -0.36550
H -4.65498 -3.18608 -0.71932
H -1.92783 1.28587 3.03530
F 1.58386 3.03918 3.58695
N -0.30990 1.60993 1.64939
C -0.83395 -1.68873 -1.03156
C 1.65928 -0.97310 0.64365
H 5.27714 0.26042 -0.27762
H 1.45378 2.61271 -2.38409
C -3.08638 -1.72225 -0.84203
C 4.19576 2.26381 -2.01876
C -1.70294 1.64193 2.01234
H -3.36291 1.66927 -1.00090
H -2.03922 2.68988 1.94559
H -2.85698 -4.33144 -0.61279
H 2.60418 -2.09435 2.21711
C -0.46470 0.83765 -0.98005
C -5.02375 0.23813 -0.86650
C 1.81521 2.02445 2.70222
C -5.38993 -1.11568 -0.78141
C -1.86853 -3.94910 -0.87900
H 0.16236 -2.09536 -1.17890
N -1.92150 -2.50040 -0.91164
C -1.23602 -0.32876 -0.97722
F 2.20093 2.58612 1.52106
H 4.90320 -1.36130 1.65001
C -2.69959 -0.36351 -0.90742
H -6.44402 -1.38444 -0.72772
C 1.76103 1.77693 -1.75895
C 4.28623 -0.09168 0.00454
C 4.06455 -0.99635 1.05550
H -2.29064 1.06681 1.28507
H -5.79973 1.00370 -0.88483
N 3.07216 1.50294 -1.50310
```

E_HOMO	-6.563	eV
total charge	0

No. 2
Molecular formula: CHN2O3P
Method: DFT, the ωB97M-V functional and the def2-TZVPD basis

```
8
Properties=species:S:1:pos:R:3
N 0.30455 -1.83561 2.35890
C 0.27622 -0.90880 1.59542
N 0.07619 0.11192 0.75056
O -0.24260 1.88327 -1.24995
O 0.95738 -0.26960 -1.79558
H 0.56052 0.95885 0.85061
P -0.28626 0.35711 -1.13747
O -1.64600 -0.29714 -1.37249
```

energy relative to the best compared isomer or geometry (same formula, charge and spin)	19.1	kJ/mol
E_HOMO	0.236	eV
total charge	-2

No. 3
Molecular formula: C2H7NNaO9PS2
Method: DFT, the ωB97M-V functional and the def2-TZVPD basis

```
23
Properties=species:S:1:pos:R:3
S -1.34452 1.35344 0.83013
H 4.85308 -0.08381 1.72796
H -4.10414 -2.09563 -0.09116
O 0.17007 -0.98889 -0.21283
O 0.47719 0.28255 -2.25147
H -3.39991 1.19290 -0.35494
C 2.28881 0.60943 -0.47503
O 3.37513 -1.86506 -0.13205
O -3.06535 -0.62616 0.56325
O -1.08929 0.52401 1.96671
H 3.02918 -1.81475 -1.02824
Na -5.90480 -1.73800 -1.13559
O -1.94922 2.63526 1.09513
C -2.58892 0.48641 -0.17799
O 4.52195 0.18893 0.86723
H 2.79936 0.67419 -1.43304
N -0.17357 1.57347 -0.21796
P 3.09294 -0.51758 0.68070
O -4.16038 -1.14125 -0.21904
H 2.35949 1.59641 -0.02268
O 2.42401 -0.71436 1.96470
H -2.16501 0.20091 -1.14057
S 0.55390 0.26756 -0.80320
```

energy relative to the best compared isomer or geometry (same formula, charge and spin)	0.0	kJ/mol
E_HOMO	-8.644	eV
total charge	0

Please write out number 1 again, unchanged.
Molecular formula: C22H20F3N3O
Method: DFT, the ωB97M-V functional and the def2-TZVPD basis

```
49
Properties=species:S:1:pos:R:3
C 3.17004 0.38210 -0.67295
H 3.92241 3.32337 -2.06804
C 0.94080 0.85481 -1.06910
H -1.13061 -4.28202 -0.13782
F 2.86466 1.30140 3.17497
H 5.06054 2.13180 -1.36126
C -4.41201 -2.12631 -0.77207
O 0.43401 0.16946 3.33306
C -3.67181 0.62579 -0.92449
H -1.57711 -4.35910 -1.85565
H 4.47149 1.93371 -3.02993
C 0.51970 1.15137 2.58014
H -0.99589 1.78308 -1.10809
C 2.76872 -1.41880 1.37616
H 0.65743 -1.35100 0.83568
C 1.85148 -0.04687 -0.36550
H -4.65498 -3.18608 -0.71932
H -1.92783 1.28587 3.03530
F 1.58386 3.03918 3.58695
N -0.30990 1.60993 1.64939
C -0.83395 -1.68873 -1.03156
C 1.65928 -0.97310 0.64365
H 5.27714 0.26042 -0.27762
H 1.45378 2.61271 -2.38409
C -3.08638 -1.72225 -0.84203
C 4.19576 2.26381 -2.01876
C -1.70294 1.64193 2.01234
H -3.36291 1.66927 -1.00090
H -2.03922 2.68988 1.94559
H -2.85698 -4.33144 -0.61279
H 2.60418 -2.09435 2.21711
C -0.46470 0.83765 -0.98005
C -5.02375 0.23813 -0.86650
C 1.81521 2.02445 2.70222
C -5.38993 -1.11568 -0.78141
C -1.86853 -3.94910 -0.87900
H 0.16236 -2.09536 -1.17890
N -1.92150 -2.50040 -0.91164
C -1.23602 -0.32876 -0.97722
F 2.20093 2.58612 1.52106
H 4.90320 -1.36130 1.65001
C -2.69959 -0.36351 -0.90742
H -6.44402 -1.38444 -0.72772
C 1.76103 1.77693 -1.75895
C 4.28623 -0.09168 0.00454
C 4.06455 -0.99635 1.05550
H -2.29064 1.06681 1.28507
H -5.79973 1.00370 -0.88483
N 3.07216 1.50294 -1.50310
```

E_HOMO	-6.563	eV
total charge	0